{
  "formula": "C2HNO2S",
  "method": "ωB97M-V/def2-TZVPD",
  "elements": ["C", "C", "N", "O", "O", "S", "H"],
  "xyz": [[-0.368603, 1.442395, 0.161935], [-1.385878, -1.154534, 0.045696], [0.601709, 0.792082, 0.093154], [-0.469674, -1.876195, 0.185407], [1.776035, 0.224157, -0.207565], [-2.633013, -0.286200, -0.044310], [2.479425, 0.858297, -0.234319]],
  "forces_ev_per_a": [[0.565, 0.385, 0.228], [2.158, -2.756, 0.688], [1.199, 0.721, -0.471], [-1.249, 1.308, -0.439], [-1.348, -1.646, 0.129], [-1.636, 0.676, -0.307], [0.311, 1.313, 0.173]],
  "mulliken_charge": [-0.162, 0.717, 0.119, -0.380, -0.320, -0.329, 0.355],
  "lumo_energy_ev": 0.24,
  "homo_lumo_gap_ev": 10.238,
  "e_tot_ha": -680.1125
}